{"formula": "C69H67Br3Ge2IrN4O3S4", "method": "wB97M-V/def2-TZVPD", "species": ["Ir", "C", "C", "C", "C", "C", "Br", "N", "C", "H", "H", "H", "H", "H", "H", "C", "C", "C", "C", "C", "C", "Br", "C", "C", "Br", "C", "O", "C", "N", "H", "H", "H", "H", "H", "H", "C", "C", "C", "C", "C", "C", "C", "C", "C", "C", "C", "C", "C", "C", "C", "Ge", "S", "S", "Ge", "S", "S", "C", "C", "C", "C", "C", "C", "C", "C", "C", "C", "C", "C", "C", "C", "C", "C", "C", "C", "C", "C", "C", "C", "C", "C", "C", "C", "C", "C", "C", "C", "C", "C", "C", "H", "H", "H", "H", "H", "H", "H", "H", "H", "H", "H", "H", "H", "H", "H", "H", "H", "H", "H", "H", "H", "H", "H", "H", "H", "H", "H", "H", "H", "H", "H", "H", "H", "H", "H", "H", "H", "H", "H", "H", "H", "H", "H", "H", "H", "H", "H", "H", "H", "H", "C", "N", "C", "C", "C", "O", "N", "C", "O", "H", "H", "H", "H", "H"], "positions_angstrom": [[-0.29404, 0.06347, -0.09103], [4.11281, 3.81029, 1.04903], [3.16883, 2.80156, 1.63679], [2.98395, 2.64638, 3.00753], [2.09107, 1.70135, 3.49252], [1.37761, 0.96827, 2.56292], [0.09845, -0.32355, 3.05572], [1.52947, 1.11070, 1.26296], [2.41969, 1.97888, 0.80391], [4.57799, 4.41381, 1.82655], [3.57889, 4.46982, 0.36344], [4.90131, 3.30951, 0.48480], [3.55305, 3.25622, 3.69879], [1.94809, 1.54562, 4.55171], [2.53929, 2.02118, -0.27368], [-2.43921, -0.11814, -2.85326], [-1.00778, -0.14688, -3.27129], [-0.67719, -0.06589, -4.63870], [0.62684, -0.06037, -5.03962], [1.64843, -0.17274, -4.07902], [3.03130, -0.12597, -4.35994], [3.63199, 0.05681, -6.14919], [3.96318, -0.19890, -3.35972], [3.54210, -0.34772, -2.04093], [4.80954, -0.46629, -0.64413], [2.19391, -0.43154, -1.68024], [1.79724, -0.64896, -0.48142], [1.24272, -0.28874, -2.73298], [-0.05890, -0.25739, -2.36303], [-3.08048, 0.13399, -3.69558], [-2.58093, 0.61269, -2.05948], [-2.73716, -1.09272, -2.45708], [-1.47706, 0.02371, -5.35923], [0.88072, 0.04631, -6.08476], [5.01861, -0.14942, -3.58589], [-1.46705, 2.31130, 5.14941], [-2.58502, 1.62002, 4.41664], [-3.21163, 2.23400, 3.34042], [-4.25820, 1.62491, 2.66840], [-4.94709, 2.33517, 1.53306], [-4.68463, 0.35092, 3.07994], [-4.09038, -0.26806, 4.18278], [-4.60340, -1.57091, 4.74105], [-3.03739, 0.37603, 4.82689], [-5.85650, -0.25580, 2.38583], [-7.12557, 0.13935, 2.79761], [-8.25498, -0.33742, 2.15356], [-8.11546, -1.21277, 1.09183], [-6.85601, -1.63329, 0.66102], [-5.72438, -1.15128, 1.31643], [-3.88139, -1.69662, 0.79176], [-2.66601, 0.10588, 0.31294], [-3.61016, -3.16697, -0.91642], [-1.81538, -3.77217, 0.38472], [-0.09842, -2.51039, -0.15768], [-2.76033, -2.95736, 2.29492], [-1.49153, -5.73214, 0.50450], [-0.75175, -6.21118, 1.58930], [-0.58791, -7.58469, 1.73961], [-1.12758, -8.46406, 0.81366], [-1.81426, -7.97597, -0.28532], [-1.99926, -6.60552, -0.45768], [-2.65712, -6.12367, -1.70382], [-1.88723, -5.55896, -2.72602], [-0.39600, -5.37229, -2.60526], [-2.51897, -5.16957, -3.90432], [-3.88003, -5.33723, -4.09088], [-4.54181, -4.90187, -5.37030], [-4.62657, -5.90931, -3.06600], [-4.03781, -6.30098, -1.87543], [-4.87641, -6.87961, -0.76779], [-0.07050, -5.27827, 2.53233], [1.16643, -4.72117, 2.18706], [1.87827, -5.05672, 0.90185], [1.78397, -3.85208, 3.08322], [1.21828, -3.54586, 4.30850], [1.90641, -2.61474, 5.27014], [0.00878, -4.14429, 4.65101], [-0.63923, -5.01230, 3.78771], [-1.92205, -5.68699, 4.19643], [-6.85458, -2.55764, -0.51032], [-7.30246, -3.86978, -0.34625], [-7.52084, -4.46508, 1.02148], [-7.58854, -4.63380, -1.47361], [-7.43344, -4.12384, -2.75198], [-7.87724, -4.90372, -3.96043], [-6.90517, -2.84486, -2.89532], [-6.61810, -2.04961, -1.79671], [-6.11445, -0.64238, -1.98222], [-0.89866, 2.95237, 4.47395], [-0.79059, 1.58248, 5.59518], [-1.86724, 2.93720, 5.95069], [-2.87028, 3.20847, 3.01051], [-4.37110, 3.20563, 1.22055], [-5.94215, 2.66809, 1.83649], [-5.07138, 1.67366, 0.67473], [-5.26796, -2.07590, 4.04326], [-5.15749, -1.38278, 5.66404], [-3.77320, -2.23663, 4.97336], [-2.56522, -0.11033, 5.67483], [-7.21190, 0.82766, 3.62976], [-9.23950, -0.01767, 2.47075], [-8.98934, -1.58313, 0.56961], [-0.01115, -7.95497, 2.57875], [-0.98118, -9.53059, 0.93003], [-2.19403, -8.65245, -1.04157], [0.03170, -6.01617, -1.83962], [-0.15969, -4.33704, -2.34187], [0.09151, -5.59318, -3.55497], [-1.92162, -4.72889, -4.69606], [-3.80060, -4.64988, -6.12776], [-5.15952, -4.01843, -5.19139], [-5.18403, -5.69052, -5.76529], [-5.69459, -6.04284, -3.19387], [-5.93377, -6.81708, -1.02112], [-4.70576, -6.33003, 0.16128], [-4.62351, -7.92475, -0.58298], [1.31836, -5.76774, 0.29932], [2.85634, -5.48991, 1.11937], [2.03622, -4.15291, 0.31084], [2.73374, -3.40752, 2.80455], [2.76601, -2.13715, 4.80123], [2.25544, -3.16179, 6.14840], [1.21981, -1.83764, 5.60915], [-0.43652, -3.92585, 5.61651], [-2.28672, -5.28248, 5.13987], [-1.76757, -6.76146, 4.31567], [-2.69346, -5.54824, 3.43825], [-7.03146, -3.87892, 1.79671], [-7.12749, -5.48183, 1.05649], [-8.58726, -4.51063, 1.25511], [-7.97620, -5.63920, -1.34187], [-8.24151, -5.89133, -3.67890], [-7.06455, -5.02174, -4.67833], [-8.68729, -4.37589, -4.46727], [-6.75137, -2.44642, -3.89342], [-6.07421, -0.38060, -3.03868], [-5.10820, -0.53045, -1.56880], [-6.76015, 0.07122, -1.46641], [-1.02719, 4.88595, 1.53180], [-0.54074, 4.27712, 0.30594], [-0.03148, 5.02595, -0.72061], [0.49778, 4.45164, -1.80785], [0.53093, 2.99330, -1.93211], [1.06474, 2.44054, -2.88220], [-0.05799, 2.29395, -0.89723], [-0.53230, 2.89754, 0.20181], [-0.93510, 2.21179, 1.15269], [-0.55928, 5.85914, 1.66572], [-0.77477, 4.23488, 2.36558], [-2.11231, 5.00607, 1.51135], [-0.08088, 6.09845, -0.58616], [0.92828, 5.03016, -2.61014]], "forces_ev_per_a": [[0.8, -3.5, -4.2], [0.0, -0.1, 0.0], [-0.1, 0.0, 0.1], [0.0, -0.1, -0.1], [0.1, 0.0, 0.1], [0.1, 0.0, 0.1], [-0.1, 0.0, 0.0], [-0.4, 0.1, 0.6], [0.1, 0.1, 0.0], [0.0, 0.0, 0.0], [0.1, 0.0, 0.0], [0.0, 0.0, 0.0], [0.0, 0.0, 0.0], [0.0, 0.0, 0.0], [-0.1, 0.0, 0.0], [0.0, 0.1, -0.1], [-0.4, 0.0, 0.2], [0.3, 0.0, 0.0], [-0.2, 0.0, 0.1], [-0.2, -0.1, 0.1], [0.2, 0.0, 0.0], [0.0, 0.0, 0.0], [-0.2, 0.0, -0.3], [-0.5, -0.1, 0.5], [0.1, 0.0, 0.0], [0.7, 0.2, -0.9], [-1.3, 0.9, 0.8], [0.6, -0.2, 0.0], [-0.9, 0.4, 1.7], [0.0, 0.0, 0.0], [0.0, 0.1, -0.2], [0.0, 0.0, 0.0], [0.0, 0.0, 0.0], [0.0, 0.0, 0.0], [0.0, 0.0, 0.0], [-0.1, 0.0, -0.1], [0.0, 0.0, 0.1], [0.0, 0.0, 0.0], [0.0, -0.1, 0.0], [0.0, 0.0, 0.1], [0.0, 0.1, 0.1], [0.0, 0.0, 0.0], [0.0, 0.1, 0.0], [0.0, 0.0, -0.1], [-0.1, 0.0, 0.0], [0.0, -0.1, 0.0], [0.0, 0.0, 0.0], [0.0, 0.0, 0.0], [-0.1, 0.0, 0.0], [0.8, 0.0, -0.2], [0.2, -1.2, 0.2], [1.6, 0.9, -0.4], [0.1, 0.2, 0.7], [-0.4, 0.4, 0.2], [-0.1, 1.2, 0.4], [-0.2, 0.2, -0.4], [0.0, 0.7, -0.2], [0.1, -0.1, 0.0], [0.0, 0.0, 0.0], [0.0, 0.0, 0.0], [0.0, 0.0, 0.0], [0.0, -0.1, 0.0], [0.1, -0.1, -0.2], [0.0, -0.1, 0.1], [-0.1, 0.1, 0.0], [0.0, 0.0, 0.0], [0.0, 0.0, -0.1], [0.1, 0.0, 0.1], [0.0, -0.1, 0.0], [0.0, 0.0, 0.0], [0.0, 0.0, -0.1], [0.2, 0.0, 0.1], [-0.1, -0.1, 0.0], [0.0, 0.1, 0.0], [0.0, 0.0, 0.0], [0.1, 0.0, 0.0], [0.0, -0.1, 0.0], [0.0, 0.0, 0.0], [0.0, 0.0, 0.0], [0.1, 0.0, 0.0], [-0.2, -0.1, -0.1], [0.1, 0.1, 0.1], [0.0, 0.1, -0.1], [0.0, 0.1, 0.0], [-0.1, 0.0, 0.0], [0.0, 0.1, 0.0], [0.0, 0.0, 0.0], [-0.1, 0.0, 0.1], [0.0, -0.1, 0.0], [0.0, 0.0, 0.0], [0.0, 0.0, 0.0], [0.0, 0.0, 0.0], [0.0, 0.0, 0.0], [0.0, 0.0, 0.0], [0.0, 0.0, 0.0], [0.0, 0.1, 0.0], [0.0, -0.1, 0.0], [0.0, 0.0, 0.0], [0.0, 0.0, 0.0], [0.0, 0.0, 0.0], [0.0, 0.0, 0.0], [0.0, 0.0, 0.0], [0.0, 0.0, 0.0], [0.0, 0.0, 0.0], [0.0, 0.0, 0.0], [0.0, 0.0, 0.0], [0.1, 0.0, 0.0], [0.0, 0.0, 0.0], [0.0, 0.0, 0.0], [0.0, 0.0, 0.0], [0.0, 0.0, 0.0], [0.0, 0.0, -0.1], [0.0, 0.0, 0.0], [0.1, 0.0, 0.0], [0.0, 0.0, 0.0], [0.0, 0.0, 0.0], [0.0, 0.0, 0.0], [0.0, 0.0, -0.1], [0.0, 0.0, 0.0], [0.0, 0.0, 0.0], [0.0, 0.0, 0.0], [0.0, 0.0, 0.0], [0.0, 0.0, 0.0], [0.0, 0.0, 0.0], [0.0, 0.0, 0.0], [0.0, 0.0, 0.0], [0.0, 0.0, 0.0], [0.0, 0.0, 0.0], [0.0, 0.0, 0.0], [0.0, 0.0, 0.0], [0.0, 0.0, 0.1], [0.0, 0.0, 0.0], [0.0, 0.0, 0.0], [-0.1, 0.0, 0.0], [0.0, 0.0, 0.0], [0.0, 0.0, 0.0], [0.0, 0.0, 0.0], [0.0, 0.1, 0.0], [0.0, 0.0, 0.0], [-0.1, -0.1, 0.0], [0.1, 0.0, -0.1], [0.1, 0.0, -0.1], [0.0, 0.0, 0.0], [0.1, 0.0, 0.0], [0.0, 0.0, 0.0], [-0.4, -0.8, 0.7], [-0.2, 0.2, 0.5], [-0.2, 0.7, 0.5], [0.0, 0.0, 0.0], [0.0, 0.1, 0.0], [0.0, 0.0, 0.0], [0.0, 0.0, 0.0], [0.0, 0.0, 0.0]], "lowdin_spin": [0.4399, 0.0007, 0.0029, -0.0019, 0.0021, 0.0030, -0.0112, 0.0704, 0.0055, 0.0001, 0.0000, 0.0001, -0.0001, 0.0003, 0.0010, 0.0084, -0.0004, -0.0005, 0.0009, -0.0007, 0.0001, -0.0001, 0.0002, 0.0024, 0.0005, 0.0029, 0.0540, -0.0014, -0.0170, 0.0002, 0.0048, 0.0010, -0.0003, 0.0001, 0.0001, -0.0003, -0.0001, 0.0060, 0.0156, 0.0015, 0.0119, 0.0001, -0.0002, 0.0032, 0.0003, 0.0003, -0.0001, 0.0000, -0.0004, -0.0021, 0.0217, 0.3645, 0.0339, -0.0028, -0.0316, -0.0003, -0.0013, -0.0002, 0.0000, -0.0001, 0.0000, -0.0002, 0.0014, 0.0004, -0.0001, 0.0000, 0.0001, 0.0000, 0.0004, 0.0017, 0.0002, 0.0000, -0.0002, -0.0009, 0.0000, -0.0001, -0.0002, 0.0000, 0.0000, 0.0000, 0.0000, 0.0001, 0.0000, 0.0001, 0.0000, 0.0000, 0.0001, 0.0001, 0.0002, 0.0000, -0.0001, -0.0001, 0.0001, 0.0000, -0.0002, 0.0001, 0.0000, -0.0001, 0.0000, 0.0001, 0.0001, 0.0000, 0.0000, 0.0000, 0.0000, 0.0000, 0.0000, -0.0002, 0.0000, 0.0000, 0.0000, 0.0000, 0.0000, 0.0000, 0.0000, 0.0001, 0.0000, 0.0000, -0.0001, -0.0006, 0.0000, 0.0000, 0.0000, -0.0002, 0.0000, 0.0000, 0.0000, 0.0000, 0.0000, 0.0000, 0.0000, 0.0000, 0.0000, 0.0000, 0.0000, 0.0000, 0.0000, 0.0005, 0.0000, 0.0000, -0.0001, -0.0001, 0.0004, 0.0009, 0.0000, 0.0070, -0.0010, 0.0030, 0.0000, 0.0000, 0.0000, 0.0000, 0.0001], "spin_multiplicity": 2, "gap_ha": [0.210, 0.183], "mol_weight_g_mol": 1705.74, "homo_ev": [-7.3, -7.3], "s2": 0.810}